1.
A structure of composition C44H45BaF5N10O2S. Source: the Open Molecules 2025 dataset; level of theory: ωB97M-V/def2-TZVPD.

Summary:
LUMO energy = -0.019 Eh
Energy above the lowest of the compared OMol25 structures with the same formula, charge and spin = 293.4 kJ/mol
F_max = 0.01183 Eh/bohr

```
! RIJCOSX wB97M-V def2-TZVPD def2/J DEFGRID3
* xyz 0 1
Ba -0.5995 -1.8028 -0.1036
N -0.1784 -4.8946 3.7419
C -0.3935 -4.3214 2.5496
N 0.3911 -3.4633 1.9830
C 1.5035 -3.0060 2.6824
N 2.2848 -2.0694 2.2630
N 1.8779 -1.4194 1.0817
C 2.8892 -0.8276 0.5721
C 3.0564 -0.0048 -0.6387
C 4.3564 0.1067 -0.9922
C 4.7975 0.7083 -2.2392
C 3.8947 1.0377 -3.1555
C 2.4553 0.8780 -2.8336
N 2.0812 0.7326 -1.3782
C 1.7861 -3.5714 4.0128
C 2.8568 -3.1464 4.8031
C 3.0267 -3.6515 6.0743
C 2.1262 -4.5865 6.5842
C 1.0625 -5.0215 5.8228
C 0.9001 -4.5096 4.5379
H -0.8979 -5.4845 4.1284
H -1.3079 -4.6148 2.0469
H 3.8517 -1.0004 1.0479
H 5.1019 -0.3123 -0.3325
H 5.8586 0.8222 -2.4191
H 4.1707 1.4267 -4.1273
H 1.8833 1.7234 -3.2204
H 3.5289 -2.4050 4.3953
H 3.8521 -3.3102 6.6845
H 2.2535 -4.9677 7.5888
H 0.3502 -5.7365 6.2166
N -3.1655 -2.6739 -1.4224
C -2.7696 -3.9101 -2.1084
C -1.3234 -3.8582 -2.6665
O -0.9143 -4.8590 -3.2454
O -0.6890 -2.7708 -2.4561
H -4.0505 -2.7907 -0.9428
H -3.2932 -1.9304 -2.1006
H -3.4078 -4.1936 -2.9506
H -2.8069 -4.7317 -1.3908
F 0.2611 -1.7276 7.4266
C -0.4163 -1.7692 6.2732
C 0.0065 -1.0355 5.1821
F 1.1107 -0.2846 5.2781
C -0.6952 -1.1045 3.9931
F -0.2062 -0.4007 2.9586
C -1.8471 -1.8794 3.8233
S -2.7101 -1.9687 2.3080
C -2.2269 -2.6141 4.9484
F -3.2807 -3.4407 4.8835
C -1.5361 -2.5677 6.1466
F -1.9347 -3.3146 7.1854
C -2.2137 5.5463 -1.8232
C -2.5389 4.9658 -0.4480
C -1.9226 5.8750 0.6250
C -4.0632 4.9316 -0.2739
C -1.9872 3.5565 -0.2736
C -2.1861 2.8614 0.9192
C -1.6282 1.6091 1.0839
N -0.9419 0.9831 0.1298
C -0.7899 1.6113 -1.0317
C -1.2606 2.9017 -1.2609
C -0.1896 0.8220 -2.1312
C -0.7836 0.7935 -3.3328
C -0.3310 -0.0430 -4.4486
C 0.8489 -0.6453 -4.3063
C 1.6550 -0.4237 -3.0789
N 0.9081 -0.0549 -1.8075
C -1.2327 -0.2903 -5.6599
C -2.3467 0.7529 -5.7734
C -0.4060 -0.2415 -6.9494
C -1.8751 -1.6771 -5.5157
H -2.6259 6.5536 -1.8998
H -2.6458 4.9503 -2.6299
H -1.1360 5.6177 -1.9872
H -2.3153 6.8890 0.5240
H -0.8361 5.9190 0.5256
H -2.1527 5.5220 1.6308
H -4.4723 5.9374 -0.3884
H -4.3468 4.5640 0.7127
H -4.5294 4.2865 -1.0208
H -2.7482 3.2872 1.7393
H -1.7542 1.0678 2.0110
H -1.0501 3.3671 -2.2128
H -1.6681 1.4028 -3.4485
H 1.2324 -1.3388 -5.0422
H 2.2800 -1.2875 -2.8477
H -1.9511 1.7693 -5.8510
H -3.0342 0.7148 -4.9258
H -2.9316 0.5545 -6.6727
H 0.0608 0.7375 -7.0777
H -1.0482 -0.4310 -7.8121
H 0.3803 -0.9960 -6.9526
H -2.4545 -1.7402 -4.5934
H -1.1262 -2.4681 -5.4636
H -2.5399 -1.8719 -6.3612
C 1.8925 3.9586 0.2233
C 2.4676 3.0022 1.2067
N 1.7901 2.1631 1.9487
C 2.7237 1.4685 2.6864
C 3.9791 1.8989 2.3853
N 3.8052 2.8804 1.4336
H 0.8121 3.8366 0.2175
H 2.2650 3.7631 -0.7853
H 2.1262 4.9939 0.4824
H 2.4304 0.6931 3.3762
H 4.9511 1.6106 2.7460
H 4.5301 3.4074 0.9806
*
```

Here are the Löwdin charges for atoms 1 to 5, given in e: 1.761 0.143 -0.193 0.011 -0.307

=====

2.
A structure of composition C44H45F6IrN3O6PS2Te. Source: the Open Molecules 2025 dataset; level of theory: ωB97M-V/def2-TZVPD.

Summary:
LUMO energy = -0.005 Eh
Energy above the lowest of the compared OMol25 structures with the same formula, charge and spin = 56.8 kJ/mol
F_max = 0.02368 Eh/bohr

```
! RIJCOSX wB97M-V def2-TZVPD def2/J DEFGRID3
* xyz 0 1
Ir 1.5917 -0.2950 1.1461
C 2.1521 6.0066 1.8412
O 3.4488 5.4503 1.6853
C 3.5393 4.1986 1.2065
C 4.8435 3.6779 1.1462
C 5.0345 2.3904 0.7351
C 3.9503 1.5610 0.3859
C 4.1873 0.1780 0.0563
C 5.5322 -0.2549 -0.4450
O 3.3380 -0.7482 0.1576
C 2.6351 2.1310 0.3974
O 1.6047 1.4189 -0.0352
C 2.4472 3.4475 0.8069
H 2.3036 7.0148 2.2150
H 1.5708 5.4268 2.5612
H 1.6256 6.0486 0.8847
H 5.6658 4.3006 1.4670
H 6.0392 1.9897 0.7333
H 5.8884 0.3964 -1.2407
H 5.4739 -1.2866 -0.7816
H 6.2475 -0.1971 0.3782
H 1.4346 3.8169 0.8437
O -0.0608 -5.4889 1.6907
C -1.1319 -4.8482 1.1989
C -2.2838 -5.6064 0.9943
C -3.4379 -5.0093 0.5275
C -3.4687 -3.6473 0.2476
C -2.3238 -2.8951 0.4133
C -1.1439 -3.4749 0.8771
C 0.0483 -2.6450 1.0732
O 0.0766 -1.4644 0.5118
N 0.9968 -3.0602 1.8604
N 1.9923 -2.0936 2.0242
C 3.0659 -2.5708 2.5557
S 4.4919 -1.6464 2.9423
C 5.5621 -3.1039 3.0526
C 4.7593 -4.1812 3.7500
S 3.1664 -4.2910 2.9037
H 0.6213 -4.8243 1.9205
H -2.2499 -6.6592 1.2390
H -4.3315 -5.6074 0.3963
H -4.3763 -3.1743 -0.1020
H -2.3377 -1.8341 0.2002
H 6.4311 -2.8053 3.6390
H 5.8886 -3.4285 2.0643
H 4.5979 -3.9269 4.7971
H 5.2367 -5.1583 3.6850
F 2.8178 0.7256 2.6840
P 2.4749 1.3164 4.3092
F 3.2311 0.0177 4.8810
F 1.1211 0.4897 4.2772
F 2.2125 1.8942 5.7646
F 3.8965 2.0632 4.1848
F 1.7602 2.5706 3.6027
C -2.1507 4.8052 -5.8386
C -1.8095 3.8153 -4.7619
C -2.2587 3.9832 -3.4604
C -1.9588 3.0789 -2.4446
C -2.4504 3.3728 -1.0562
C -1.1876 1.9612 -2.7732
Te -0.5615 0.4619 -1.4121
N -1.7216 0.7559 0.2193
C -1.2146 0.7779 1.4421
O -0.0257 0.7246 1.9083
C -2.2643 0.9926 2.4993
C -2.8278 -0.1167 3.1176
C -3.7809 0.0575 4.1089
C -4.1665 1.3368 4.4851
C -3.5969 2.4417 3.8690
C -2.6465 2.2709 2.8735
C -1.6350 -1.1432 -2.2608
C -0.8997 -2.2977 -2.5534
C 0.5991 -2.4201 -2.4462
C -1.5915 -3.4206 -3.0078
C -2.9634 -3.4176 -3.1800
C -3.6984 -4.6521 -3.6120
C -3.6606 -2.2448 -2.9098
C -3.0281 -1.1046 -2.4398
C -3.8558 0.1065 -2.1224
C -0.6805 1.7806 -4.0684
C 0.2013 0.6246 -4.4581
C -1.0126 2.7144 -5.0430
H -2.8505 5.5583 -5.4791
H -2.6017 4.3088 -6.6988
H -1.2551 5.3194 -6.1916
H -2.8646 4.8483 -3.2157
H -3.0641 4.2728 -1.0663
H -1.6163 3.5433 -0.3718
H -3.0279 2.5548 -0.6310
H -2.5092 -1.1122 2.8308
H -4.2162 -0.8068 4.5938
H -4.9058 1.4726 5.2637
H -3.8918 3.4385 4.1707
H -2.1954 3.1309 2.3935
H 1.0526 -1.7812 -1.6919
H 1.0690 -2.1804 -3.4042
H 0.8658 -3.4482 -2.1990
H -1.0332 -4.3276 -3.2122
H -3.0121 -5.4603 -3.8603
H -4.3251 -4.4544 -4.4829
H -4.3521 -5.0019 -2.8102
H -4.7384 -2.2288 -3.0343
H -4.9143 -0.1195 -2.2464
H -3.6138 0.9389 -2.7846
H -3.6932 0.4373 -1.0955
H 1.0557 0.5065 -3.7858
H 0.6014 0.7868 -5.4582
H -0.3445 -0.3207 -4.4703
H -0.6298 2.5747 -6.0482
*
```

Here are the Löwdin charges for atoms 1 to 5, given in e: 1.507 -0.060 -0.052 -0.260 0.008

=====

3.
A structure of composition C44H45F9N4OPS2Sc. Source: the Open Molecules 2025 dataset; level of theory: ωB97M-V/def2-TZVPD.

Summary:
LUMO energy = -0.425 Eh
Energy above the lowest of the compared OMol25 structures with the same formula, charge and spin = 61.6 kJ/mol
F_max = 0.01126 Eh/bohr

```
! RIJCOSX wB97M-V def2-TZVPD def2/J DEFGRID3
* xyz 4 1
Sc 0.9976 -0.8019 -0.6102
S -0.4258 0.4927 0.9532
C -2.0089 -0.1870 0.9762
N -3.0510 0.5007 1.3034
C -4.3871 -0.1328 1.3601
C -4.2508 -1.5571 1.8220
N -3.2507 -2.2558 0.9691
C -3.4966 -3.7267 0.7980
C -3.3244 -4.4149 2.1208
C -2.1359 -4.3024 2.8408
C -2.0008 -4.9477 4.0573
C -3.0477 -5.7168 4.5567
C -4.2294 -5.8326 3.8430
C -4.3717 -5.1748 2.6275
C -2.2042 -1.6320 0.5557
S -1.0050 -2.3118 -0.4776
C -3.0682 1.9808 1.6155
C -3.3228 2.1766 3.0825
C -2.4321 1.7046 4.0452
C -2.6933 1.9214 5.3882
C -3.8338 2.6189 5.7722
C -4.7196 3.0949 4.8182
C -4.4663 2.8706 3.4703
H -4.8447 -0.0311 0.3730
H -4.9733 0.4391 2.0801
H -5.1937 -2.0900 1.7066
H -3.9320 -1.6469 2.8628
H -2.8349 -4.0725 0.0048
H -4.5242 -3.8112 0.4455
H -1.3159 -3.7015 2.4573
H -1.0859 -4.8574 4.6257
H -2.9407 -6.2220 5.5058
H -5.0435 -6.4267 4.2321
H -5.2986 -5.2645 2.0758
H -3.9001 2.3716 1.0249
H -2.1448 2.4034 1.2194
H -1.5339 1.1721 3.7561
H -2.0082 1.5580 6.1408
H -4.0268 2.7961 6.8213
H -5.6041 3.6399 5.1165
H -5.1519 3.2486 2.7222
C 4.2669 -0.6647 -0.1235
O 2.9363 -1.2714 0.1739
H 4.8511 -1.4058 -0.6626
H 4.7186 -0.3878 0.8239
H 4.0813 0.2185 -0.7241
H 3.0583 -1.9358 0.8661
F 6.4647 4.6661 2.2662
C 5.3397 4.2348 2.8340
F 5.6562 3.3608 3.7967
F 4.7191 5.2771 3.3969
C 4.4239 3.5895 1.8082
C 4.4764 3.9984 0.4835
C 3.6202 3.4302 -0.4480
C 2.7093 2.4429 -0.0605
C 2.6653 2.0484 1.2779
C 3.5164 2.6179 2.2105
P 1.5669 1.7660 -1.2780
C 2.3220 1.7309 -2.9043
C 2.8500 0.5319 -3.3891
C 3.4791 0.4763 -4.6170
C 3.5818 1.6356 -5.3799
C 3.0518 2.8312 -4.9249
C 2.4189 2.8807 -3.6884
C 4.2700 1.5399 -6.7314
F 5.4975 1.0278 -6.5841
F 4.3670 2.7266 -7.3170
F 3.5744 0.7192 -7.5325
C 0.1369 2.8487 -1.3319
C -0.7888 2.7013 -2.3656
C -1.9652 3.4344 -2.3471
C -2.2067 4.3152 -1.3005
C -1.2670 4.4998 -0.2958
C -0.0970 3.7590 -0.3047
C -3.5377 5.0293 -1.1934
F -4.3292 4.3518 -0.3273
F -3.3865 6.2665 -0.7248
F -4.1655 5.0790 -2.3675
H 5.1832 4.7565 0.1767
H 3.6826 3.7581 -1.4767
H 1.9518 1.3086 1.6382
H 3.4747 2.3153 3.2487
H 2.7796 -0.3936 -2.8029
H 3.8894 -0.4504 -4.9949
H 3.1271 3.7224 -5.5328
H 1.9861 3.8138 -3.3503
H -0.6001 2.0255 -3.1925
H -2.6851 3.3299 -3.1471
H -1.4463 5.2214 0.4897
H 0.6286 3.9041 0.4861
N 1.5843 -5.7566 -2.9832
C 2.2372 -5.5288 -1.6429
C 1.6092 -4.3247 -0.9568
N 1.6809 -3.0832 -1.7648
C 1.0532 -3.3364 -3.0876
C 1.6604 -4.5142 -3.8352
H 0.6051 -6.0344 -2.8553
H 2.0352 -6.5428 -3.4654
H 3.2988 -5.3867 -1.8512
H 2.1175 -6.4374 -1.0543
H 2.1249 -4.1837 -0.0044
H 0.5608 -4.5131 -0.7181
H 2.6695 -2.8778 -1.9240
H 1.1542 -2.4560 -3.7266
H -0.0161 -3.4941 -2.9240
H 2.7205 -4.3677 -4.0499
H 1.1417 -4.7161 -4.7715
*
```

Here are the Löwdin charges for atoms 1 to 5, given in e: 0.707 0.756 -0.558 -0.028 -0.042

=====

4.
A structure of composition C44H46AsBrCaClF6N5O5Si. Source: the Open Molecules 2025 dataset; level of theory: ωB97M-V/def2-TZVPD.

Summary:
LUMO energy = 0.131 Eh
Energy above the lowest of the compared OMol25 structures with the same formula, charge and spin = 0.0 kJ/mol
F_max = 0.00410 Eh/bohr

```
! RIJCOSX wB97M-V def2-TZVPD def2/J DEFGRID3
* xyz -2 1
Ca 0.8883 0.2094 -0.3836
Br 2.3043 5.9098 4.7401
C 1.4980 4.4188 3.8639
C 2.2808 3.3232 3.5313
C 1.7027 2.2501 2.8765
C 0.3412 2.2644 2.5936
C -0.4275 3.3774 2.9213
C 0.1522 4.4676 3.5580
N -0.2366 1.1837 1.8958
C -1.3187 0.7114 2.3482
C -2.1419 -0.2364 1.5763
C -3.2745 -0.7904 2.1546
C -4.1193 -1.5475 1.3511
C -3.8044 -1.6970 0.0141
C -2.6277 -1.1216 -0.4699
N -1.8113 -0.4169 0.2986
H 3.3381 3.3151 3.7564
H 2.2924 1.4013 2.5528
H -1.4674 3.4108 2.6212
H -0.4356 5.3434 3.7974
H -1.7264 1.0353 3.3122
H -3.4904 -0.6150 3.2015
H -5.0118 -2.0021 1.7646
H -4.4310 -2.2667 -0.6582
H -2.3539 -1.2157 -1.5098
C 4.9704 1.3246 2.1081
Si 4.3773 -0.1456 1.0583
C 4.7623 0.3548 -0.6963
C 5.5263 -1.5981 1.4700
N 2.7343 -0.5712 1.2647
C 2.2669 -1.1750 2.3767
C 2.8798 -1.2505 3.6551
C 2.2832 -1.8820 4.7394
C 1.0381 -2.4855 4.6353
C 0.3923 -2.4457 3.3962
C 1.0027 -1.8160 2.3470
F 0.3504 -1.7829 1.1460
H 6.0492 1.4648 1.9865
H 4.7630 1.2206 3.1765
H 4.4687 2.2274 1.7483
H 5.8356 0.5591 -0.7858
H 4.2036 1.2532 -0.9622
H 4.4824 -0.4178 -1.4114
H 6.5645 -1.3465 1.2296
H 5.2384 -2.4653 0.8691
H 5.4834 -1.8991 2.5188
H 3.8493 -0.7858 3.7868
H 2.8090 -1.8955 5.6886
H 0.5778 -2.9790 5.4816
H -0.5749 -2.9067 3.2322
O -0.6025 1.8516 -1.2179
C -1.5335 1.6655 -2.0914
C -1.2578 1.0774 -3.3560
C -2.2582 0.7983 -4.2613
C -3.5934 1.0998 -3.9843
C -3.8896 1.7003 -2.7727
C -2.8960 1.9993 -1.8406
C -3.3107 2.5696 -0.5489
N -3.0010 3.7297 -0.0049
C -3.7006 3.7910 1.1747
C -4.4400 2.6586 1.3575
N -4.1940 1.8973 0.2428
H -0.2297 0.8135 -3.5816
H -1.9942 0.3147 -5.1953
H -4.3777 0.8716 -4.6953
H -4.9182 1.9561 -2.5325
H -3.6356 4.6503 1.8245
H -5.0971 2.3378 2.1472
H -4.4953 0.9512 0.0700
C 1.4206 3.3026 -2.8409
As 1.6919 3.5835 -0.9641
C 0.3275 4.7251 -0.2514
C 3.3009 4.6596 -0.8869
O 1.9974 2.2752 0.0089
H 1.8406 4.1534 -3.3801
H 0.3593 3.1971 -3.0408
H 1.9118 2.3722 -3.1284
H 0.2569 5.6346 -0.8496
H 0.6190 4.9759 0.7707
H -0.6229 4.1928 -0.2524
H 3.1962 5.5739 -1.4720
H 4.1240 4.0620 -1.2781
H 3.5025 4.9034 0.1556
C 6.5031 -2.5551 -2.1555
C 6.3624 -1.6474 -3.3416
C 7.4631 -1.0969 -3.9738
C 7.2971 -0.2517 -5.0617
Cl 8.7153 0.4270 -5.8434
C 6.0401 0.0653 -5.5280
C 4.9202 -0.4771 -4.9063
C 5.0786 -1.3393 -3.8254
O 4.0614 -1.9219 -3.1650
C 2.7355 -1.7551 -3.6882
C 2.1924 -0.3219 -3.5169
O 1.8698 0.2996 -4.5409
O 2.1379 0.0932 -2.3269
H 7.5545 -2.7389 -1.9317
H 6.0030 -3.5083 -2.3346
H 6.0283 -2.1164 -1.2768
H 8.4593 -1.3256 -3.6157
H 5.9226 0.7403 -6.3650
H 3.9291 -0.1991 -5.2422
H 2.1189 -2.4356 -3.1064
H 2.7184 -2.0384 -4.7423
F -0.0660 -1.6596 -1.7416
C -0.5763 -3.0373 -1.6999
F 0.6267 -3.7614 -1.6246
C -0.9858 -3.2290 -3.1532
F -0.0720 -2.9257 -4.1153
F -2.0820 -2.4906 -3.4514
F -1.3229 -4.5245 -3.3697
*
```

Here are the Löwdin charges for atoms 1 to 5, given in e: 1.377 0.665 -0.696 -0.117 -0.011

=====

Number 1: calculated total energy -90471.8403 eV. Number 2: calculated total energy -120515.4106 eV. Number 3: calculated total energy -130451.1736 eV. Number 4: calculated total energy -250095.8984 eV.